[1]
{
  "formula": "C3H9NO2",
  "method": "the ωB97M-V functional and the def2-TZVPD basis",
  "e_lumo_ev": 0.5053,
  "relative_energy_kcal_mol": 31.1,
  "spin_multiplicity": 1,
  "largest_force_ha_per_bohr": 0.0437,
  "species": ["C", "C", "O", "N", "H", "H", "H", "H", "H", "C", "O", "H", "H", "H", "H"],
  "coordinates": [[-0.9091, 0.0548, -2.3053], [-0.4278, -1.3178, -2.6443], [-0.9101, -2.0879, -3.4541], [0.5481, -1.8401, -1.8175], [-1.6305, -0.0319, -1.4996], [-1.1573, 0.5698, -3.2137], [0.8331, -2.7769, -2.0378], [1.0937, -1.2698, -1.1988], [-0.1261, 0.7437, -1.9707], [0.6282, 0.9424, 3.3886], [0.4467, 2.3607, 3.2643], [-0.4470, 2.7071, 3.2564], [1.6791, 0.9707, 3.6606], [0.4250, 0.4455, 2.4376], [-0.0461, 0.5297, 4.1343]],
  "atomic_forces_ev_per_a": [[1.185, 0.725, -0.195], [0.730, -1.936, 0.873], [-0.408, 0.952, -0.410], [-0.252, 0.749, -0.154], [-0.502, 0.253, -0.368], [-1.302, -0.089, -0.345], [0.161, -0.040, 0.079], [0.070, -0.038, 0.005], [0.322, -0.571, 0.520], [-0.513, 1.530, -0.280], [0.222, 0.521, -0.149], [-0.271, -0.626, -0.002], [-0.019, -1.111, 0.116], [0.287, -0.116, -0.013], [0.289, -0.203, 0.324]],
  "lowdin_charge": [-0.014, -0.589, 0.035, 0.134, 0.091, 0.078, 0.100, 0.088, 0.077, -0.142, -0.145, 0.067, 0.081, 0.066, 0.073]
}



[2]
{
  "formula": "C5H10O",
  "method": "the ωB97M-V functional and the def2-TZVPD basis",
  "e_lumo_ev": 1.0587,
  "relative_energy_kcal_mol": 36.3,
  "spin_multiplicity": 1,
  "largest_force_ha_per_bohr": 0.0608,
  "species": ["O", "C", "C", "C", "C", "C", "H", "H", "H", "H", "H", "H", "H", "H", "H", "H"],
  "coordinates": [[-2.1782, 1.3141, -1.3269], [-0.9916, 1.1520, -1.4991], [-0.3284, -0.1881, -1.1415], [-0.1480, -0.3920, 0.4058], [0.2080, 0.9484, 1.0262], [0.9423, -1.3970, 0.6752], [-0.4202, 2.0978, -1.6640], [0.6214, -0.2525, -1.6332], [-0.9681, -0.9651, -1.4308], [-1.1564, -0.7029, 0.8246], [-0.6137, 1.6965, 1.0584], [0.0802, 0.6942, 2.0180], [1.2240, 1.4212, 0.7136], [0.8130, -2.2757, 0.0247], [0.9553, -2.0536, 1.5601], [1.9605, -1.0974, 0.3886]],
  "atomic_forces_ev_per_a": [[0.013, -0.312, -0.534], [-0.626, 0.132, 1.775], [0.190, 1.196, 0.655], [-0.776, 1.325, -0.951], [0.077, 1.277, -0.658], [0.371, -2.584, -0.972], [0.456, -0.749, -0.424], [0.656, -0.199, -0.298], [-0.873, -1.118, -1.011], [1.236, 0.204, -0.446], [0.475, -0.165, -1.210], [1.291, -0.175, 2.839], [-1.807, -0.991, 0.747], [-0.286, 0.304, -0.717], [-0.084, 1.397, 0.704], [-0.313, 0.457, 0.500]],
  "lowdin_charge": [0.035, -0.258, -0.132, -0.421, -0.107, -0.103, 0.126, 0.103, 0.095, 0.161, 0.087, 0.041, 0.129, 0.073, 0.083, 0.088]
}



[3]
{
  "formula": "C41H67BClFNO14PS3",
  "method": "the ωB97M-V functional and the def2-TZVPD basis",
  "e_lumo_ev": -0.6928,
  "spin_multiplicity": 1,
  "largest_force_ha_per_bohr": 0.0337,
  "species": ["C", "C", "C", "C", "C", "C", "C", "C", "C", "C", "C", "C", "C", "C", "C", "C", "B", "O", "N", "C", "C", "C", "P", "O", "C", "O", "C", "C", "C", "C", "C", "C", "O", "F", "C", "C", "C", "C", "Cl", "C", "C", "O", "H", "H", "H", "H", "H", "H", "H", "H", "H", "H", "H", "H", "H", "H", "H", "H", "H", "H", "H", "H", "H", "H", "H", "H", "H", "H", "H", "H", "H", "H", "H", "H", "H", "H", "H", "H", "H", "H", "H", "H", "H", "H", "H", "O", "S", "O", "O", "C", "C", "C", "H", "H", "H", "H", "H", "H", "H", "H", "O", "S", "O", "O", "C", "C", "C", "H", "H", "H", "H", "H", "H", "H", "H", "O", "S", "O", "O", "C", "C", "C", "H", "H", "H", "H", "H", "H", "H", "H"],
  "coordinates": [[6.7049, 1.4519, -1.0899], [6.6508, 0.5723, 0.1919], [5.3132, -0.2111, 0.4074], [4.4475, -0.3917, -0.8652], [3.5242, -1.6405, -0.6960], [2.1398, -1.4818, -1.3523], [1.2807, -2.7741, -1.1365], [0.2968, -3.0450, -2.3122], [-1.1933, -2.7555, -1.9426], [-1.6801, -3.5043, -0.6898], [-3.2181, -3.4143, -0.4678], [-3.7384, -1.9780, -0.3786], [-2.8187, -1.0151, 0.0663], [-3.1802, 0.3051, 0.1345], [-4.4743, 0.7272, -0.2178], [-5.4384, -0.1847, -0.6552], [-6.9307, 0.2372, -1.0566], [-7.3978, -0.2127, -2.3086], [-7.8445, 1.0185, -0.2173], [-9.0396, 0.1921, 0.0854], [-8.3108, 2.2013, -0.9834], [-5.0184, -1.5439, -0.7298], [-6.2455, -2.7634, -1.3620], [-7.5183, -2.7618, -0.5832], [-4.6801, 2.2448, -0.1059], [-5.6648, 2.7734, 0.3462], [-3.4746, 3.0610, -0.5869], [-3.6749, 4.1900, -1.3611], [-2.5379, 4.8599, -1.7956], [-1.2557, 4.4328, -1.4672], [-0.0740, 5.2309, -2.0320], [-0.3402, 5.8207, -3.4152], [-0.4967, 5.1479, -4.3934], [-0.3446, 7.1832, -3.4602], [-1.0318, 3.2907, -0.6765], [0.3563, 2.7640, -0.3181], [1.3254, 3.8057, 0.3225], [2.6835, 3.7775, -0.4313], [1.6850, 3.3882, 2.0524], [-2.1907, 2.6261, -0.2567], [-2.1519, 1.3440, 0.5686], [-1.3947, 1.1506, 1.4918], [5.7812, 2.0097, -1.2943], [6.9805, 0.8009, -1.9298], [7.5435, 2.1560, -0.9640], [7.5465, -0.0658, 0.2040], [6.7535, 1.2529, 1.0577], [4.7590, 0.2970, 1.2164], [5.5798, -1.2128, 0.8167], [5.0914, -0.5827, -1.7373], [3.8716, 0.5402, -0.9992], [4.0421, -2.5014, -1.1504], [3.4485, -1.8496, 0.3841], [2.2593, -1.3017, -2.4347], [1.6435, -0.6092, -0.8942], [2.0155, -3.5985, -1.1057], [0.7992, -2.7249, -0.1509], [0.5365, -2.2932, -3.0862], [0.4211, -4.0276, -2.7887], [-1.2529, -1.6572, -1.8567], [-1.8320, -3.0184, -2.8055], [-1.4525, -4.5742, -0.8485], [-1.1971, -3.1931, 0.2466], [-3.6804, -3.9675, -1.3013], [-3.4708, -4.0068, 0.4307], [-1.8006, -1.2709, 0.3604], [-8.0225, -0.9398, -2.1564], [-8.7138, -0.7676, 0.5212], [-9.6555, 0.6839, 0.8573], [-9.6701, 0.0398, -0.8133], [-9.0975, 1.9662, -1.7199], [-7.4362, 2.6796, -1.4514], [-8.7204, 2.9068, -0.2389], [-6.5240, -2.4295, -2.7144], [-5.6957, -4.0657, -1.3738], [-4.6674, 4.5309, -1.6537], [-2.6570, 5.7371, -2.4377], [0.7756, 4.5454, -2.1512], [0.2112, 5.9885, -1.2861], [0.8177, 2.4378, -1.2709], [0.3401, 1.8814, 0.3274], [0.9019, 4.8164, 0.3110], [3.1748, 2.8211, -0.1802], [2.5498, 3.7588, -1.5229], [3.3395, 4.5911, -0.0953], [-11.0132, 1.1980, 3.7752], [-10.6346, -0.1775, 3.8888], [-10.8464, -1.1032, 2.8197], [-11.2607, -0.7783, 5.2305], [-12.6868, -0.7100, 5.4022], [-13.4252, -1.6884, 4.5081], [-8.9394, -0.2679, 4.3605], [-13.0364, 0.3122, 5.2418], [-12.8835, -0.9567, 6.4448], [-13.2932, -1.4404, 3.4556], [-14.4943, -1.6730, 4.7232], [-13.0455, -2.7006, 4.6520], [-8.7628, 0.4078, 5.1933], [-8.3499, 0.0358, 3.4961], [-8.7022, -1.2946, 4.6284], [9.1026, 0.8752, -3.0106], [10.5115, 0.7936, -2.7749], [11.0710, 1.1324, -1.5033], [11.2752, 1.6064, -3.9168], [10.9445, 2.9953, -4.0966], [11.4872, 3.8688, -2.9812], [11.0824, -0.8143, -3.2166], [9.8639, 3.1141, -4.2006], [11.3934, 3.2984, -5.0416], [11.0207, 3.6279, -2.0267], [11.2947, 4.9216, -3.1905], [12.5608, 3.7176, -2.8639], [10.6889, -1.0778, -4.1949], [10.7104, -1.5048, -2.4619], [12.1696, -0.8152, -3.2156], [4.9809, -5.3852, 2.6288], [5.4461, -4.1531, 3.1879], [5.9433, -3.1013, 2.3558], [6.5170, -4.4699, 4.3278], [7.6758, -5.2456, 3.9732], [8.6639, -4.4586, 3.1330], [4.1932, -3.4830, 4.2305], [7.3726, -6.1652, 3.4682], [8.1506, -5.5351, 4.9098], [8.2395, -4.1960, 2.1647], [9.5667, -5.0439, 2.9541], [8.9341, -3.5269, 3.6312], [3.8218, -4.2626, 4.8905], [3.3949, -3.1250, 3.5828], [4.6110, -2.6536, 4.7959]],
  "atomic_forces_ev_per_a": [[0.674, -0.541, 0.500], [-0.579, 0.970, 0.171], [1.047, -0.512, -0.060], [-0.017, -0.592, 0.824], [0.166, 0.746, -0.246], [-0.011, -0.606, 0.576], [0.830, 0.067, -0.800], [-0.588, 0.933, 0.246], [0.709, -0.015, -0.188], [-0.688, -0.214, -0.177], [0.216, -0.396, -0.471], [0.723, 0.005, 0.226], [-0.096, -0.135, 0.327], [-0.005, 0.777, 0.024], [0.081, 0.699, 0.158], [0.350, -0.008, 0.293], [-0.741, -0.113, -0.322], [0.661, -0.484, 0.593], [-0.561, -0.424, -0.602], [0.288, -0.059, 0.690], [0.419, 0.296, 0.911], [-0.222, -0.555, -0.753], [-0.925, 0.192, 0.374], [0.053, 0.313, -0.033], [0.394, -0.273, -0.055], [0.387, -0.061, -0.405], [-0.799, -0.530, 0.127], [0.380, 0.191, -0.004], [-0.270, 0.134, -0.118], [0.575, 0.155, -0.515], [-0.058, 0.075, 0.386], [0.072, -1.216, -0.521], [0.099, 1.379, 1.044], [-0.053, -0.802, 0.025], [-0.457, 0.023, 0.506], [0.303, 0.376, -0.450], [0.596, -0.378, -0.765], [-0.145, -0.457, 0.602], [-0.330, 0.262, -0.349], [0.109, -0.745, 0.486], [-0.308, 0.153, -0.249], [-0.158, -0.117, -0.403], [0.230, -0.196, 0.092], [-0.371, 0.469, 0.013], [-0.368, -0.101, -0.220], [-0.399, -0.029, -0.047], [0.132, -0.323, -0.263], [-0.122, -0.217, -0.468], [-0.274, 0.599, -0.286], [-0.235, 0.423, 0.202], [0.071, -0.441, -0.326], [-0.194, 0.157, 0.234], [-0.287, -0.039, -0.333], [-0.006, 0.048, 0.394], [0.044, -0.152, -0.323], [-0.390, 0.162, 0.167], [0.044, -0.115, -0.321], [-0.030, -0.504, 0.061], [-0.035, 0.115, 0.435], [-0.238, -0.390, 0.233], [0.138, 0.012, 0.338], [0.011, 0.356, 0.255], [0.175, -0.105, -0.445], [0.089, 0.386, 0.237], [-0.020, 0.434, -0.183], [-0.371, -0.029, -0.065], [-0.334, 0.421, -0.172], [-0.291, 0.215, -0.367], [0.184, 0.000, -0.367], [0.160, -0.159, 0.333], [0.374, -0.017, 0.033], [-0.492, 0.012, -0.051], [0.094, -0.102, -0.433], [0.732, -0.315, 0.173], [0.276, 0.450, -0.184], [0.210, -0.154, 0.233], [0.038, -0.252, 0.209], [-0.216, 0.330, -0.122], [-0.018, 0.008, -0.529], [-0.123, 0.108, 0.331], [-0.304, 0.319, -0.207], [0.084, -0.378, 0.288], [-0.098, 0.364, -0.074], [0.056, 0.363, 0.345], [-0.182, -0.200, -0.275], [-0.286, -0.080, -0.230], [0.572, -0.235, 0.485], [-0.232, 0.226, -0.168], [0.238, 0.056, -0.025], [-0.778, -0.042, -0.067], [0.124, -0.031, -0.272], [0.057, -0.016, 0.118], [0.185, 0.026, -0.077], [0.340, 0.030, 0.033], [-0.016, 0.017, 0.026], [0.038, 0.028, 0.128], [-0.048, 0.012, 0.061], [-0.038, -0.011, -0.008], [-0.103, 0.023, -0.042], [-0.044, 0.009, -0.017], [0.083, 0.184, 0.117], [0.443, -0.336, -0.413], [-0.268, 0.104, 0.109], [0.000, -0.264, 0.027], [-0.150, 0.789, 0.071], [-0.010, -0.142, 0.276], [0.050, -0.039, -0.116], [-0.004, -0.197, 0.068], [0.055, -0.342, -0.040], [-0.016, 0.018, -0.030], [0.014, -0.037, -0.131], [-0.006, 0.051, -0.064], [0.006, 0.042, 0.007], [-0.047, 0.090, 0.029], [-0.023, 0.041, 0.006], [0.203, 0.011, -0.259], [-0.197, 0.193, 0.670], [0.018, -0.200, -0.249], [-0.240, 0.088, 0.029], [0.671, -0.309, -0.325], [-0.138, 0.194, -0.195], [-0.004, -0.002, 0.129], [-0.184, 0.095, -0.010], [-0.293, 0.123, 0.143], [0.009, -0.033, 0.013], [-0.025, -0.054, 0.125], [0.045, -0.056, 0.036], [0.041, -0.005, -0.014], [0.065, -0.040, -0.069], [0.025, -0.022, -0.029]],
  "lowdin_charge": [-0.126, -0.237, -0.209, -0.206, -0.216, -0.208, -0.192, -0.192, -0.203, -0.214, -0.164, -0.180, 0.029, -0.060, -0.023, 0.014, -0.517, 0.080, -0.119, -0.082, -0.085, -0.193, 0.776, -0.423, -0.242, 0.142, -0.075, 0.018, -0.003, -0.137, -0.034, -0.431, 0.163, 0.092, -0.077, -0.148, -0.688, -0.135, 0.599, -0.024, -0.245, 0.123, 0.063, 0.046, 0.067, 0.100, 0.095, 0.108, 0.081, 0.110, 0.092, 0.116, 0.106, 0.110, 0.103, 0.106, 0.097, 0.097, 0.106, 0.105, 0.119, 0.125, 0.095, 0.080, 0.129, 0.125, 0.081, 0.081, 0.083, 0.093, 0.088, 0.078, 0.097, 0.036, 0.019, 0.130, 0.127, 0.105, 0.132, 0.125, 0.086, 0.082, 0.061, 0.069, 0.081, -0.274, 0.564, -0.277, -0.263, -0.256, -0.077, -0.115, 0.116, 0.120, 0.068, 0.081, 0.085, 0.075, 0.074, 0.076, -0.276, 0.574, -0.273, -0.261, -0.253, -0.076, -0.120, 0.116, 0.121, 0.068, 0.082, 0.085, 0.074, 0.077, 0.075, -0.271, 0.571, -0.281, -0.261, -0.253, -0.076, -0.118, 0.116, 0.121, 0.067, 0.081, 0.086, 0.075, 0.075, 0.077]
}